Entry 1:
Here is 2 unconnected molecules or ions with the total composition C11H15ClNO7P from the Open Molecules 2025 dataset. Energies are from the ωB97M-V functional and the def2-TZVPD basis.

As for the molecular weight: 339.67 g mol⁻¹. The value obtained for the calculated total energy is -1810.749322 a.u. The highest occupied orbital energy is -7.689 eV. The calculation puts the HOMO-LUMO gap at 4.9 eV.

```
! wB97M-V def2-TZVPD RIJCOSX def2/J DEFGRID3
* xyz 0 1
C 2.573 -1.246 1.644
C 3.425 0.140 1.443
C 3.347 0.795 -0.058
C 1.912 0.603 -0.828
O 0.845 1.527 -0.381
C -0.441 0.834 -0.205
C -1.156 -0.136 -1.352
N -2.456 -0.886 -1.163
C -3.176 -0.758 0.161
C -2.662 0.193 1.417
C -1.232 1.040 1.249
C -0.705 1.992 2.475
O 0.144 1.471 3.386
O -1.198 3.403 2.614
P -0.065 4.458 1.745
O 1.519 3.698 1.799
Cl -0.674 4.645 -0.294
H 3.081 -2.210 1.215
H 1.466 -1.196 1.257
H 2.492 -1.420 2.822
H 3.150 0.882 2.314
H 4.570 -0.147 1.620
H 3.612 1.941 0.058
H 4.200 0.322 -0.714
H 2.112 0.879 -1.972
H 1.560 -0.537 -0.857
H -0.559 -0.214 -2.378
H -2.805 -1.494 -1.964
H -4.174 -1.383 0.298
H -3.310 0.247 2.417
H 1.976 3.801 0.897
C -3.456 -3.910 -3.540
O -4.257 -4.563 -2.828
O -3.051 -4.632 -4.575
O -3.007 -2.747 -3.429
H -3.598 -5.391 -4.289
*
```

---

Entry 2:
Here is a molecular structure, C11H15CoNP from the Open Molecules 2025 dataset. Energies are from the ωB97M-V functional and the def2-TZVPD basis.

As for the molecular weight: 251.16 g mol⁻¹. The value obtained for the calculated total energy is -2206.762196 a.u. The highest occupied orbital energy (alpha / beta) is 0.248 / -2.083 eV. The energy relative to the best compared isomer or geometry (same formula, charge and spin) is 73.99 kJ/mol. The calculation puts the HOMO-LUMO gap (alpha / beta) at 2.9 / 5.2 eV.

```
! wB97M-V def2-TZVPD RIJCOSX def2/J DEFGRID3
* xyz -1 4
C 1.211 0.108 -2.839
C 0.157 -0.033 -3.789
C -0.515 -1.283 -3.888
C -0.369 -2.246 -2.875
C 0.623 -2.043 -1.877
Co 0.151 -0.395 -1.449
P -0.215 1.705 -0.889
H 1.955 0.932 -2.837
H -0.158 0.765 -4.505
H -1.008 -1.574 -4.819
H 0.814 -2.881 -1.190
H -0.948 -3.194 -2.937
H -1.208 2.104 0.036
H -0.210 2.866 -1.730
H 0.893 2.041 -0.067
N -0.359 -1.071 0.590
C -0.180 -0.349 1.851
C 1.118 0.041 2.213
C 1.303 0.866 3.339
C 0.178 1.348 4.026
C -1.128 1.022 3.624
C -1.307 0.193 2.504
H 0.258 -1.890 0.622
H -1.333 -1.402 0.575
H 1.961 -0.270 1.582
H 2.318 1.154 3.641
H 0.318 2.052 4.845
H -2.007 1.439 4.141
H -2.313 -0.001 2.102
*
```

---

Entry 3:
Here is 2 unconnected molecules or ions with the total composition C11H15F2I from the Open Molecules 2025 dataset. Energies are from the ωB97M-V functional and the def2-TZVPD basis.

As for the molecular weight: 312.14 g mol⁻¹. The value obtained for the calculated total energy is -925.431468 a.u. The highest occupied orbital energy is -7.841 eV. The energy relative to the best compared isomer or geometry (same formula, charge and spin) is 124.28 kJ/mol. The calculation puts the HOMO-LUMO gap at 7.4 eV.

```
! wB97M-V def2-TZVPD RIJCOSX def2/J DEFGRID3
* xyz 0 1
C -0.295 1.174 0.518
C -0.266 0.910 -0.894
C -0.311 -0.048 1.122
C -0.165 -0.371 -1.226
C -0.120 -1.024 0.115
C -0.408 2.527 1.177
C -0.565 2.134 -1.674
C -0.493 -0.302 2.555
C -0.146 -0.988 -2.573
C -0.503 -2.440 0.320
C 2.159 -1.169 0.238
F 2.546 -2.093 -0.687
F 2.395 -1.712 1.519
I 3.065 0.762 0.019
H 0.345 2.480 2.011
H -1.335 2.398 1.781
H -0.239 3.317 0.490
H -1.525 2.507 -1.555
H -0.472 1.831 -2.813
H 0.131 2.961 -1.504
H 0.340 -0.142 3.248
H -0.870 -1.295 2.780
H -1.263 0.435 2.888
H -0.957 -0.709 -3.234
H -0.105 -2.096 -2.450
H 0.752 -0.770 -3.169
H -0.200 -2.829 1.328
H 0.023 -3.031 -0.266
H -1.517 -2.419 -0.064
*
```

---

Entry 4:
Here is a molecular structure, C11H15FSi from the Open Molecules 2025 dataset. Energies are from the ωB97M-V functional and the def2-TZVPD basis.

As for the molecular weight: 194.33 g mol⁻¹. The value obtained for the calculated total energy is -817.470994 a.u. The highest occupied orbital energy is -8.914 eV. The energy relative to the best compared isomer or geometry (same formula, charge and spin) is 23.78 kJ/mol. The calculation puts the HOMO-LUMO gap at 9.6 eV.

```
! wB97M-V def2-TZVPD RIJCOSX def2/J DEFGRID3
* xyz 0 1
C -3.408 1.660 0.648
C -3.774 0.442 1.065
C -2.318 1.866 -0.200
C -2.954 -0.622 0.733
C -1.431 0.813 -0.471
C -1.727 -0.438 0.110
C 2.413 -0.196 -0.379
C 1.702 -0.854 0.532
C 3.218 1.967 0.281
C -0.365 -2.751 -1.524
C 3.598 0.574 -0.066
F -0.599 -3.138 1.240
Si -0.416 -1.877 0.129
H -4.111 2.410 1.127
H -4.730 0.307 1.596
H -2.022 2.858 -0.586
H -3.175 -1.698 0.993
H -0.552 1.113 -0.984
H 2.051 -0.096 -1.351
H 1.789 -0.904 1.603
H 4.011 2.567 -0.010
H 3.064 1.985 1.377
H 2.309 2.235 -0.216
H -0.508 -2.003 -2.306
H 0.623 -3.357 -1.731
H -1.186 -3.468 -1.451
H 4.266 0.597 -0.881
H 4.234 0.008 0.723
*
```

---

Entry 5:
Here is 2 unconnected molecules or ions with the total composition C11H15N from the Open Molecules 2025 dataset. Energies are from the ωB97M-V functional and the def2-TZVPD basis.

As for the molecular weight: 161.25 g mol⁻¹. The value obtained for the calculated total energy is -482.841294 a.u. The highest occupied orbital energy (alpha / beta) is 0.570 / -3.032 eV. The energy relative to the best compared isomer or geometry (same formula, charge and spin) is 75.59 kJ/mol. The calculation puts the HOMO-LUMO gap (alpha / beta) at 3.1 / 6.7 eV.

```
! wB97M-V def2-TZVPD RIJCOSX def2/J DEFGRID3
* xyz -1 2
C -0.846 -2.976 0.935
C -1.285 -2.592 -0.484
H -0.057 -2.319 1.310
H -1.670 -2.707 1.644
H -0.743 -4.029 1.128
H -1.013 -3.369 -1.212
H -0.852 -1.616 -0.744
H -2.363 -2.525 -0.615
C -1.507 1.105 1.713
C 1.611 1.426 -0.166
C 0.233 1.102 -0.152
C -0.166 1.426 1.199
C 0.856 2.104 1.821
C 2.297 1.325 -1.400
C 1.658 0.750 -2.521
C -0.468 0.615 -1.278
C 0.315 0.404 -2.433
N 1.965 2.186 0.932
H 2.911 2.094 1.266
H 3.381 1.470 -1.413
H 0.860 2.110 2.895
H 2.132 0.775 -3.485
H -1.492 0.265 -1.297
H -1.886 0.166 1.312
H -2.255 1.879 1.537
H -0.121 -0.092 -3.298
H -1.495 1.022 2.806
*
```

---

Entry 6:
Here is 2 unconnected molecules or ions with the total composition C11H15N from the Open Molecules 2025 dataset. Energies are from the ωB97M-V functional and the def2-TZVPD basis.

As for the molecular weight: 161.25 g mol⁻¹. The value obtained for the calculated total energy is -482.890000 a.u. The highest occupied orbital energy is -8.197 eV. The energy relative to the best compared isomer or geometry (same formula, charge and spin) is 66.10 kJ/mol. The calculation puts the HOMO-LUMO gap at 9.1 eV. As for the SMILES: Cc1c[nH]c2ccccc12.CC.

```
! wB97M-V def2-TZVPD RIJCOSX def2/J DEFGRID3
* xyz 0 1
C 3.209 -0.852 1.991
C 0.394 -1.952 -0.176
C 1.313 -0.980 0.171
C 2.083 -1.529 1.268
C 1.578 -2.737 1.540
C -0.356 -0.634 -1.998
C -0.407 -1.826 -1.310
C 0.510 0.397 -1.599
C 1.353 0.237 -0.526
N 0.513 -3.085 0.632
H -1.044 -0.506 -2.824
H -1.033 -2.662 -1.591
H 0.565 1.310 -2.166
H 2.061 0.988 -0.200
H -0.290 -3.229 1.170
H 1.864 -3.513 2.223
H 3.415 -1.309 2.952
H 3.070 0.218 2.128
H 4.107 -1.024 1.387
C -2.568 2.132 -0.539
C -3.136 3.537 -0.260
H -3.375 1.489 -0.905
H -1.764 2.205 -1.260
H -2.306 1.639 0.398
H -2.468 4.017 0.461
H -4.112 3.569 0.224
H -3.174 4.099 -1.189
*
```

---

Entry 7:
Here is 2 unconnected molecules or ions with the total composition C11H15N from the Open Molecules 2025 dataset. Energies are from the ωB97M-V functional and the def2-TZVPD basis.

As for the molecular weight: 161.25 g mol⁻¹. The value obtained for the calculated total energy is -482.804689 a.u. The highest occupied orbital energy is -7.543 eV. The energy relative to the best compared isomer or geometry (same formula, charge and spin) is 290.08 kJ/mol. The calculation puts the HOMO-LUMO gap at 8.4 eV. As for the SMILES: Cc1c[nH]c2ccccc12.CC.

```
! wB97M-V def2-TZVPD RIJCOSX def2/J DEFGRID3
* xyz 0 1
C 3.637 -1.279 -0.874
C 1.581 -0.992 0.545
C 2.495 -0.532 -0.578
C 0.499 -0.167 0.689
C 1.956 0.755 -0.920
C 1.630 -2.197 1.239
C 0.635 -2.429 2.262
C -0.410 -1.456 2.382
C -0.551 -0.313 1.552
N 0.735 0.820 -0.245
H 2.381 -2.965 0.974
H 0.563 -3.223 2.937
H -1.116 -1.728 3.146
H 3.599 -1.935 -1.730
H 3.945 -1.970 -0.044
H 2.174 1.113 -1.787
H -0.065 1.563 -0.431
H -1.315 0.415 1.701
H 4.554 -0.646 -0.687
C -2.719 2.534 -1.115
C -3.962 1.747 -1.427
H -2.957 3.311 -0.239
H -1.961 1.952 -0.553
H -2.379 3.077 -1.955
H -4.594 1.689 -0.602
H -4.517 2.092 -2.365
H -3.839 0.764 -1.872
*
```

---

Entry 8:
Here is 2 unconnected molecules or ions with the total composition C11H15N from the Open Molecules 2025 dataset. Energies are from the ωB97M-V functional and the def2-TZVPD basis.

As for the molecular weight: 161.25 g mol⁻¹. The value obtained for the calculated total energy is -482.883717 a.u. The highest occupied orbital energy is -7.808 eV. The energy relative to the best compared isomer or geometry (same formula, charge and spin) is 82.59 kJ/mol. The calculation puts the HOMO-LUMO gap at 8.7 eV. As for the SMILES: Cc1c[nH]c2ccccc12.CC.

```
! wB97M-V def2-TZVPD RIJCOSX def2/J DEFGRID3
* xyz 0 1
C -0.549 -0.498 4.410
C -1.238 0.266 3.282
H -0.125 -1.423 4.026
H 0.204 0.128 4.882
H -1.311 -0.723 5.157
H -2.254 -0.043 3.015
H -0.750 0.206 2.306
H -1.366 1.326 3.514
C -1.654 1.412 -2.773
C -0.279 2.090 -0.754
C -0.600 1.193 -1.738
C 0.794 0.200 -0.184
C 0.053 -0.023 -1.361
C 1.294 -0.890 0.556
C 0.143 -1.279 -1.971
C 1.468 -2.051 -0.145
C 0.904 -2.282 -1.418
N 0.559 1.507 0.165
H -0.767 3.040 -0.598
H 0.930 1.970 0.975
H -2.640 1.779 -2.478
H -2.047 0.405 -3.021
H 1.600 -0.607 1.557
H -0.392 -1.418 -2.893
H 2.021 -2.889 0.268
H 0.999 -3.237 -1.906
H -1.253 1.820 -3.699
*
```